58
Properties=species:S:1:pos:R:3:forces:R:3:mulliken_spin:R:1 method="wB97M-V/def2-TZVPD" e_homo_ev="-2.02 / -3.67" total_charge=-1 total_energy_ev=-66651.6396 homo_lumo_gap_ev="4.7677 / 6.4134" multiplicity=8 max_force_ev_per_a=1.8 de_lowest_kcal_mol=4.1 s_squared=15.76
Eu -0.48468 -0.44270 -0.40652 -0.230 0.870 -0.445 6.949
C -2.12088 0.79310 2.17768 0.082 -0.147 0.000 0.014
N -2.37678 0.88040 0.72648 -0.776 0.744 0.363 -0.012
C -3.70318 0.31130 0.46798 0.076 0.025 0.024 0.010
C -2.24328 2.28570 0.35038 0.091 -0.161 0.093 -0.001
C -3.30198 3.17160 0.39358 0.075 -0.170 -0.055 0.000
C -3.10278 4.53670 0.24458 -0.032 0.251 0.008 0.002
C -1.80798 5.01720 0.14788 -0.201 0.050 0.039 0.000
C -0.73888 4.14770 0.08478 0.096 -0.001 0.003 0.000
C -0.92338 2.75250 0.08028 0.327 -0.284 -0.031 0.004
N 0.05552 1.80530 -0.05182 0.423 1.457 0.336 0.018
C 1.35132 2.07710 -0.43992 -0.436 -0.003 0.288 0.001
C 1.77242 3.12580 -1.27302 -0.096 -0.061 -0.045 -0.002
C 3.10802 3.32190 -1.56272 0.116 0.003 0.017 0.001
C 4.07112 2.47040 -1.05282 0.085 0.096 -0.106 0.002
C 3.67572 1.37130 -0.30452 -0.028 -0.049 0.043 0.003
C 2.34422 1.15060 -0.01022 -0.254 -0.121 0.009 -0.017
N 1.87232 0.00820 0.75198 0.871 0.388 0.294 -0.002
C 1.61832 0.42010 2.13978 -0.138 0.037 0.015 0.019
C 2.78022 -1.13810 0.74298 -0.100 0.064 -0.071 0.004
H -2.92148 1.29520 2.74078 0.018 0.020 -0.032 0.000
H -1.17648 1.28560 2.41438 -0.039 -0.098 -0.054 -0.005
H -2.07578 -0.25690 2.48008 0.053 0.091 -0.059 0.002
H -4.47618 0.76990 1.09838 -0.046 0.065 0.039 0.000
H -3.67518 -0.75710 0.69998 0.024 0.172 -0.127 -0.003
H -3.97058 0.45140 -0.58002 0.056 -0.111 0.062 0.000
H -4.30538 2.81070 0.55478 -0.116 -0.114 0.038 0.000
H -3.94678 5.20900 0.25488 -0.092 0.100 0.008 0.000
H -1.62418 6.08290 0.12568 0.002 0.104 -0.018 0.000
H 0.26362 4.54810 0.06578 0.019 -0.014 -0.111 0.000
H 1.02992 3.76430 -1.72832 -0.024 0.041 0.060 -0.001
H 3.39632 4.15020 -2.19312 0.046 0.101 -0.099 0.000
H 5.11882 2.64660 -1.24062 0.131 -0.020 -0.085 0.000
H 4.43362 0.69370 0.05218 0.067 -0.181 0.082 0.000
H 2.56062 0.56960 2.68568 0.048 -0.041 -0.012 -0.002
H 1.02442 -0.34110 2.65278 0.013 -0.003 -0.043 -0.003
H 1.07052 1.36290 2.14008 -0.010 -0.134 -0.016 0.000
H 3.71392 -0.93750 1.28598 0.055 0.040 0.019 -0.001
H 3.01412 -1.41380 -0.28642 -0.051 -0.053 0.057 -0.004
H 2.28612 -1.98230 1.23058 0.006 0.102 -0.075 0.001
Cl -2.65688 -2.03100 -1.58322 -0.393 -0.414 -0.067 0.003
C -1.74708 -0.68680 -2.49632 -0.545 0.116 -1.502 0.001
H -2.56968 -0.04190 -2.84612 0.093 -0.072 0.043 0.003
H -1.40548 -1.22450 -3.39472 0.003 0.130 0.119 0.005
C 1.41222 -5.86250 -1.78052 0.074 -0.083 -0.127 0.000
N 0.77572 -4.89430 -0.91792 0.253 0.121 -0.372 -0.001
C 0.05892 -5.27220 0.16238 -0.408 0.265 0.590 0.005
C -0.54778 -4.37030 0.96838 -0.025 -0.490 -0.020 -0.002
C -0.42768 -2.97730 0.63128 0.336 0.361 -0.043 0.010
O -0.95368 -2.03680 1.29008 -0.177 -1.120 0.836 -0.003
N 0.31522 -2.63310 -0.43952 0.579 -1.720 0.283 0.000
C 0.92832 -3.53040 -1.23422 -0.297 0.508 0.309 -0.001
O 1.60182 -3.18550 -2.18932 0.500 -0.260 -0.574 0.002
H 2.04792 -6.52760 -1.19642 0.015 -0.100 -0.007 0.000
H 2.02192 -5.30480 -2.49192 -0.091 -0.107 0.093 0.000
H 0.66522 -6.44280 -2.32532 0.036 -0.063 -0.010 0.000
H 0.00682 -6.33910 0.34328 0.001 -0.001 -0.001 0.001
H -1.11108 -4.65670 1.83978 -0.065 -0.128 0.039 0.000